The molecule C19H27NO in a non-equilibrium geometry. Source: the Open Molecules 2025 dataset; level of theory: the ωB97M-V functional and the def2-TZVPD basis.

Output
Kohn-Sham gap (eV): 7.246
Charge: 0
Max |F| (hartree/bohr): 0.08818
Relative energy (zero: lowest compared OMol25 entry of this formula, charge and spin) (kJ/mol): 580.6
HOMO (Ha): -0.26798
Structure (SMILES): CN(C)C#CCCCCCCCCC(=O)c1ccccc1
Electronic energy (hartree): -869.98898

Geometry (Å):
C  2.707  -4.439  3.742
N  3.307  -4.329  2.328
C  3.304  -5.454  1.396
C  3.664  -3.100  1.983
C  4.094  -1.960  1.759
C  4.687  -0.580  1.616
C  3.879  0.209  0.558
C  2.317  0.221  0.760
C  1.570  0.320  2.205
C  0.153  0.688  2.176
C  -0.569  -0.184  1.074
C  -2.150  0.134  1.162
C  -3.205  -0.684  0.569
C  -3.051  -0.934  -0.994
O  -2.732  -2.113  -1.376
C  -3.327  0.151  -1.930
C  -4.063  1.318  -1.659
C  -4.179  2.446  -2.531
C  -3.729  2.316  -3.824
C  -3.259  0.993  -4.227
C  -3.008  -0.056  -3.297
H  1.691  -4.165  3.668
H  2.738  -5.426  4.147
H  3.326  -4.014  4.552
H  2.811  -5.076  0.504
H  4.325  -5.796  1.221
H  2.760  -6.335  1.865
H  5.715  -0.748  1.232
H  4.691  -0.179  2.597
H  4.308  1.215  0.550
H  3.898  -0.167  -0.421
H  1.905  -0.724  0.171
H  2.049  1.008  0.039
H  2.162  1.117  2.689
H  1.547  -0.625  2.785
H  0.145  1.646  1.811
H  -0.383  0.594  3.087
H  -0.217  -0.048  0.057
H  -0.420  -1.269  1.323
H  -2.182  1.210  0.944
H  -2.354  0.094  2.204
H  -3.192  -1.715  1.047
H  -4.149  -0.309  0.797
H  -4.443  1.485  -0.657
H  -4.662  3.312  -2.147
H  -3.916  3.172  -4.499
H  -3.098  0.774  -5.311
H  -2.523  -0.951  -3.622



The molecule C19H27NO5S in a non-equilibrium geometry. Source: the Open Molecules 2025 dataset; level of theory: the ωB97M-V functional and the def2-TZVPD basis.

Output
Kohn-Sham gap (eV): 9.125
Charge: 0
Max |F| (hartree/bohr): 0.02175
HOMO (Ha): -0.31119
Structure (SMILES): C=CCS(=O)(=O)N1CCC(CCOc2ccccc2)(C(=O)OCC)CC1
Electronic energy (hartree): -1569.32163

Geometry (Å):
C  -2.253  0.491  -6.394
C  -1.322  1.160  -5.737
C  -0.198  0.525  -5.011
S  -0.537  0.697  -3.222
O  -0.511  2.091  -2.889
O  -1.724  -0.046  -2.905
N  0.844  -0.032  -2.586
C  0.697  -1.445  -2.302
C  -0.031  -1.707  -0.982
C  0.623  -0.940  0.173
C  -0.130  -1.152  1.501
C  -1.616  -0.770  1.483
O  -2.172  -0.850  2.778
C  -1.902  0.125  3.694
C  -2.411  -0.106  4.974
C  -2.216  0.814  5.982
C  -1.509  1.981  5.736
C  -1.007  2.215  4.470
C  -1.196  1.298  3.448
C  2.020  -1.508  0.435
O  2.432  -2.559  0.017
O  2.729  -0.711  1.235
C  4.036  -1.164  1.598
C  4.710  -0.073  2.407
C  0.732  0.545  -0.198
C  1.487  0.703  -1.518
H  -3.075  0.989  -6.876
H  -2.226  -0.583  -6.478
H  -1.369  2.236  -5.648
H  0.750  1.032  -5.161
H  -0.114  -0.538  -5.212
H  0.131  -1.884  -3.124
H  1.696  -1.890  -2.280
H  -0.010  -2.777  -0.772
H  -1.063  -1.380  -1.098
H  -0.059  -2.205  1.786
H  0.369  -0.567  2.278
H  -2.191  -1.491  0.898
H  -1.773  0.226  1.055
H  -2.960  -1.018  5.146
H  -2.616  0.621  6.966
H  -1.353  2.701  6.525
H  -0.458  3.122  4.264
H  -0.795  1.517  2.471
H  4.597  -1.394  0.685
H  3.939  -2.089  2.177
H  5.705  -0.396  2.698
H  4.130  0.142  3.300
H  4.790  0.836  1.817
H  1.243  1.096  0.592
H  -0.265  0.964  -0.343
H  1.505  1.750  -1.819
H  2.514  0.335  -1.427